Formula: C8BrCa2Cl2O32Pb4Sr3
Source: the Open Molecules 2025 dataset
Level of theory: ωB97M-V/def2-TZVPD

```
! RIJCOSX wB97M-V def2-TZVPD def2/J DEFGRID3
* xyz -1 1
Ca -4.831 2.412 -1.184
Ca -3.343 -1.181 -3.412
Pb 0.143 -2.831 0.242
Pb -0.917 2.164 2.456
Pb 2.277 -0.330 -4.113
Pb -0.080 0.650 -1.559
Sr -4.288 -0.393 1.201
Sr 1.778 -1.227 3.606
Sr 3.790 -1.364 0.008
C -0.922 -0.834 -4.770
O 0.235 -0.725 -5.384
O -1.884 -1.382 -5.303
O -1.016 -0.301 -3.591
C -1.314 -0.464 2.801
O -1.262 -1.745 2.782
O -0.556 0.294 3.585
O -2.132 0.311 2.047
C -0.901 7.480 -2.318
O -1.477 7.964 -3.232
O -6.096 3.951 -0.288
O -0.596 6.838 -1.325
C -4.973 -0.175 -1.626
O -5.705 0.473 -0.649
O -4.090 -1.077 -1.231
O -4.958 0.451 -2.783
C 1.775 -3.628 2.490
O 1.937 -3.585 3.755
O 0.879 -4.232 1.863
O 2.477 -2.724 1.782
C 2.194 7.546 6.829
O -3.835 1.892 1.136
O 1.139 7.145 6.409
O 3.214 7.885 7.285
C 1.538 0.956 1.517
O 0.629 1.594 0.799
O 1.918 -0.102 0.948
O 2.106 1.315 2.528
C 2.088 -2.311 -2.006
O 1.064 -1.921 -2.549
O 2.031 -3.193 -1.052
O 3.187 -1.713 -2.289
Cl 6.607 -1.137 0.910
O 7.168 -2.351 0.442
O 5.380 -1.479 1.760
O 7.474 -0.318 1.702
O 6.017 -0.310 -0.226
Cl -2.373 -4.177 -1.590
O -2.978 -5.442 -1.472
O -0.950 -4.210 -2.031
O -3.104 -3.268 -2.406
O -2.442 -3.562 -0.192
Br -2.026 2.375 -2.299
*
```

Results
- Highest occupied orbital energy: -3.22 eV
- Calculated total energy: -229284.049 eV
- Orbital gap: 2.0685 eV